{
  "formula": "C41H99AgF6N5O15",
  "method": "ωB97M-V/def2-TZVPD",
  "charge": 3,
  "orbital_gap_ha": 0.2538,
  "e_homo_ev": -12.7,
  "relative_energy_kj_mol": 207.6,
  "e_lumo_ev": -5.839,
  "symbols": ["Ag", "C", "O", "O", "C", "F", "F", "F", "C", "C", "H", "H", "H", "H", "H", "H", "C", "O", "O", "C", "F", "F", "F", "C", "C", "H", "H", "H", "H", "H", "H", "C", "C", "C", "O", "H", "H", "H", "H", "H", "H", "H", "C", "O", "C", "C", "N", "H", "H", "C", "C", "O", "C", "H", "H", "H", "H", "H", "H", "H", "H", "H", "H", "H", "H", "H", "H", "C", "O", "C", "C", "N", "H", "H", "C", "C", "O", "C", "H", "H", "H", "H", "H", "H", "H", "H", "H", "H", "H", "H", "H", "H", "C", "O", "C", "C", "N", "H", "H", "C", "C", "O", "C", "H", "H", "H", "H", "H", "H", "H", "H", "H", "H", "H", "H", "H", "H", "C", "O", "C", "C", "N", "H", "H", "C", "C", "O", "C", "H", "H", "H", "H", "H", "H", "H", "H", "H", "H", "H", "H", "H", "H", "C", "O", "C", "C", "N", "H", "H", "C", "C", "O", "C", "H", "H", "H", "H", "H", "H", "H", "H", "H", "H", "H", "H", "H", "H"],
  "coordinates": [[0.89245, 0.01238, 0.19024], [1.15955, -0.35762, -3.33880], [0.37437, 0.70630, -3.78390], [0.52454, -0.75115, -2.14308], [1.28421, -1.38658, -4.57317], [0.86399, -2.64557, -4.27926], [0.65051, -1.01093, -5.68727], [2.55347, -1.61263, -4.86915], [1.05026, 1.83590, -4.40267], [-0.05831, 2.82287, -4.91149], [0.40643, 3.57760, -5.54592], [-0.92584, 2.41395, -5.42945], [-0.38497, 3.54302, -4.16131], [1.53518, 1.43317, -5.29192], [1.74853, 2.46428, -3.84981], [2.16924, 0.02593, -3.19218], [-1.73654, 1.99147, 2.03337], [-0.65696, 2.18983, 2.99476], [-1.18996, 1.27085, 0.95570], [-2.88339, 1.22543, 2.86824], [-2.41352, 0.15529, 3.54196], [-3.46796, 2.01286, 3.78048], [-3.78564, 0.69241, 2.12060], [0.30544, 3.14076, 2.59468], [1.33667, 3.56484, 3.69231], [1.05041, 3.57361, 4.74401], [2.04739, 2.73845, 3.68478], [1.81300, 4.52831, 3.51080], [-0.08578, 4.06190, 2.16277], [1.05706, 2.80206, 1.88163], [-2.05145, 2.98225, 1.70580], [4.26457, 2.24899, 0.18432], [4.31874, 0.93031, 0.95922], [4.85706, 0.97786, 2.44373], [3.12818, 0.34085, 0.94639], [4.04837, 2.20668, -0.88319], [5.20889, 2.76644, 0.35345], [3.53441, 2.94379, 0.59932], [4.88785, 0.18027, 0.40998], [4.20975, 1.61916, 3.04192], [5.84568, 1.43492, 2.48640], [4.87081, 0.01932, 2.96248], [-2.98927, -0.11348, -5.87833], [-3.52702, -0.24539, -4.56976], [-2.84564, -1.24118, -3.72781], [-2.99917, -0.97480, -2.22912], [-2.14210, 0.25116, -1.77005], [-1.96736, 0.26620, -0.77540], [-1.20156, -0.01035, -2.02908], [-2.60471, 1.67715, -2.24199], [-3.84129, 2.26578, -1.43495], [-4.93156, 1.32119, -1.19660], [-6.13520, 1.93080, -0.80189], [-3.70532, 0.40579, -6.51529], [-2.74844, -1.04197, -6.39602], [-2.04027, 0.42269, -5.87297], [-1.78182, -1.16064, -3.95120], [-2.96221, -2.30892, -3.91342], [-2.73836, -1.76103, -1.52065], [-4.00804, -0.66914, -1.95187], [-2.76955, 1.66240, -3.31935], [-1.71462, 2.22783, -1.93770], [-4.26458, 3.08608, -2.01464], [-3.61757, 2.56747, -0.41171], [-6.68454, 2.18344, -1.70880], [-5.90137, 2.91854, -0.40467], [-6.64444, 1.33074, -0.04777], [2.63319, -6.10517, -3.35380], [1.88867, -5.80483, -2.15497], [0.69933, -5.18324, -2.19770], [-0.23135, -5.49144, -3.39094], [-0.40008, -6.98735, -3.62052], [-0.80898, -7.09888, -4.53729], [0.46686, -7.46850, -3.81288], [-1.11628, -7.63173, -2.47143], [-1.73198, -9.03655, -2.89772], [-2.58460, -9.00293, -4.08113], [-3.74312, -8.27165, -4.04816], [2.74896, -5.23195, -3.99582], [2.34825, -7.03787, -3.84060], [3.67192, -6.34945, -3.13135], [0.64402, -4.17243, -1.79360], [0.16355, -5.71532, -1.41162], [0.37362, -5.15301, -4.23211], [-1.22285, -5.03864, -3.39063], [-1.99229, -7.03453, -2.21834], [-0.42735, -7.71456, -1.63082], [-2.12336, -9.58126, -2.03852], [-0.88432, -9.60137, -3.28574], [-4.46121, -8.77081, -3.39756], [-4.14151, -8.19550, -5.05988], [-3.59355, -7.24225, -3.72248], [-3.88596, 9.59390, 1.75257], [-3.59790, 8.65560, 0.76655], [-3.50614, 9.24371, -0.57343], [-3.16110, 8.35087, -1.72402], [-1.98385, 7.41028, -1.48005], [-1.70862, 6.99045, -2.35645], [-1.15516, 7.93746, -1.24458], [-2.30662, 6.26531, -0.53226], [-1.39033, 5.07949, -0.76093], [-0.12408, 5.39488, -0.30116], [0.91205, 4.54677, -0.81798], [-3.64269, 9.36699, 2.79056], [-4.96349, 9.73276, 1.84069], [-3.47497, 10.58481, 1.55945], [-2.76454, 10.02805, -0.42194], [-4.41244, 9.84735, -0.62171], [-2.83001, 8.96515, -2.56136], [-4.05677, 7.86304, -2.10858], [-3.29306, 5.96880, -0.88877], [-2.38458, 6.56057, 0.51409], [-1.34769, 4.65572, -1.76427], [-1.72027, 4.18694, -0.22934], [1.83982, 4.92384, -0.38769], [1.02282, 4.50682, -1.90160], [0.74299, 3.51690, -0.50353], [4.44244, -3.14122, -2.35552], [4.27244, -3.76585, -1.12586], [5.04178, -3.31107, -0.04484], [4.27159, -3.23450, 1.28240], [2.82287, -2.63629, 1.17926], [2.53385, -2.47173, 2.13293], [2.76649, -1.70738, 0.78677], [1.87253, -3.58940, 0.44790], [0.47191, -3.44672, 0.92083], [-0.13641, -2.18222, 0.94140], [-1.45651, -2.19062, 1.36061], [4.07614, -3.67621, -3.23172], [5.47689, -2.95714, -2.64556], [3.96968, -2.16630, -2.23664], [5.41701, -2.29413, -0.15952], [5.84807, -4.03073, 0.09686], [4.68675, -2.60673, 2.07085], [4.19485, -4.28350, 1.56846], [2.19823, -4.62953, 0.45985], [1.92949, -3.23740, -0.58213], [0.30633, -3.94682, 1.87508], [-0.14542, -4.15019, 0.36214], [-1.56890, -2.28409, 2.44077], [-2.13641, -2.88651, 0.86911], [-1.98229, -1.24955, 1.19927], [4.88645, -1.00080, 8.20609], [3.74798, -0.70416, 7.38646], [4.14200, -0.22776, 6.12103], [2.81554, 0.31233, 5.39321], [1.59099, -0.64842, 5.51071], [1.86769, -1.55344, 5.15790], [1.45306, -0.82372, 6.49577], [0.25945, -0.09566, 4.87050], [-0.42151, 0.80068, 6.03160], [-0.39793, 0.11948, 7.32831], [-1.49295, -0.78228, 7.51685], [4.62059, -1.09450, 9.25901], [5.74086, -0.33513, 8.08374], [5.32690, -1.90863, 7.79385], [4.54631, -1.00925, 5.47768], [4.85090, 0.59501, 6.21388], [2.87915, 0.54518, 4.33027], [2.32668, 1.14925, 5.89190], [-0.24128, -1.06157, 4.80426], [0.48891, 0.35431, 3.90459], [-1.42132, 0.91502, 5.61281], [0.21478, 1.68558, 6.04545], [-1.54338, -1.12542, 8.55020], [-1.48692, -1.57112, 6.76467], [-2.49958, -0.37501, 7.42230]]
}